{"formula": "C26H25N3O6", "method": "ωB97M-V with the def2-TZVPD basis set", "mol_weight_g_mol": 475.50, "charge": 0, "homo_energy_ev": -8.53, "symbols": ["C", "C", "O", "C", "O", "C", "N", "C", "O", "N", "C", "C", "C", "C", "C", "O", "C", "O", "C", "C", "C", "C", "C", "O", "N", "C", "C", "C", "C", "C", "C", "C", "C", "C", "C", "H", "H", "H", "H", "H", "H", "H", "H", "H", "H", "H", "H", "H", "H", "H", "H", "H", "H", "H", "H", "H", "H", "H", "H", "H"], "xyz": [[4.446, 2.130, 1.052], [3.900, 2.718, -0.239], [2.466, 2.741, -0.190], [1.795, 2.031, -1.086], [2.271, 1.408, -1.995], [0.294, 2.112, -0.809], [-0.367, 0.912, -1.275], [-1.259, 1.054, -2.318], [-1.559, 2.146, -2.749], [-1.807, -0.107, -2.824], [-2.785, 0.040, -3.899], [-4.178, 0.034, -3.358], [-4.758, 0.763, -2.361], [-6.096, 0.307, -2.271], [-6.224, -0.660, -3.217], [-5.068, -0.834, -3.877], [-1.539, -1.397, -2.387], [-2.083, -2.353, -2.893], [-0.566, -1.479, -1.297], [-0.203, -2.730, -0.797], [0.707, -2.841, 0.230], [1.272, -1.682, 0.765], [2.262, -1.693, 1.886], [3.202, -0.924, 1.922], [2.019, -2.619, 2.845], [2.656, -2.526, 4.137], [1.782, -1.732, 5.127], [1.470, -0.381, 4.546], [2.373, 0.667, 4.673], [2.129, 1.883, 4.063], [0.982, 2.068, 3.310], [0.072, 1.033, 3.185], [0.317, -0.183, 3.799], [0.928, -0.437, 0.269], [0.005, -0.315, -0.769], [5.531, 2.121, 1.011], [4.091, 1.112, 1.196], [4.128, 2.731, 1.899], [4.224, 3.755, -0.369], [4.209, 2.126, -1.106], [-0.127, 2.945, -1.382], [0.116, 2.279, 0.256], [-2.567, 0.982, -4.408], [-2.670, -0.805, -4.582], [-4.293, 1.532, -1.779], [-6.851, 0.656, -1.596], [-7.053, -1.273, -3.511], [-0.658, -3.600, -1.246], [1.003, -3.813, 0.593], [1.148, -3.126, 2.806], [3.603, -2.006, 3.981], [2.849, -3.531, 4.520], [0.858, -2.283, 5.316], [2.325, -1.631, 6.067], [3.276, 0.525, 5.248], [2.839, 2.689, 4.172], [0.800, 3.017, 2.827], [-0.832, 1.166, 2.606], [-0.402, -0.985, 3.695], [1.400, 0.421, 0.718]]}

***

{"formula": "C26H25N9O5PS4W", "method": "ωB97M-V with the def2-TZVPD basis set", "mol_weight_g_mol": 886.63, "charge": 1, "homo_energy_ev": -10.98, "symbols": ["W", "S", "C", "S", "C", "C", "N", "C", "N", "O", "C", "C", "C", "C", "C", "C", "C", "O", "N", "N", "C", "S", "C", "C", "S", "H", "H", "H", "H", "H", "H", "H", "H", "H", "O", "C", "O", "C", "C", "C", "C", "C", "N", "H", "H", "H", "H", "C", "N", "C", "N", "C", "N", "C", "P", "C", "C", "H", "H", "H", "H", "H", "H", "H", "H", "H", "H", "H", "H", "O", "N"], "xyz": [[0.194, 0.527, -0.110], [0.635, 3.342, 1.716], [-1.088, 3.257, 1.457], [-1.723, 1.789, 0.802], [-1.909, 4.293, 1.775], [-1.358, 5.479, 2.349], [-0.844, 6.402, 2.803], [-3.314, 4.216, 1.526], [-4.441, 4.158, 1.306], [1.305, -4.013, 0.739], [2.219, -4.096, -0.247], [2.821, -5.335, -0.452], [3.773, -5.482, -1.434], [4.145, -4.395, -2.227], [3.547, -3.176, -2.023], [2.562, -2.997, -1.035], [1.973, -1.653, -0.897], [1.056, -1.339, 0.032], [2.383, -0.754, -1.716], [1.877, 0.505, -1.387], [2.677, 1.431, -1.881], [2.670, 3.111, -1.495], [3.693, 3.588, -2.911], [4.747, 2.518, -3.089], [3.952, 0.899, -2.926], [1.010, -3.093, 0.762], [2.521, -6.161, 0.179], [4.236, -6.448, -1.587], [4.900, -4.508, -2.993], [3.827, -2.327, -2.630], [4.130, 4.556, -2.671], [3.063, 3.686, -3.795], [5.536, 2.600, -2.342], [5.190, 2.560, -4.083], [-2.318, -0.794, -3.064], [-1.611, -0.120, -2.385], [-1.015, -0.539, -1.259], [-1.308, 1.323, -2.649], [-1.847, 2.003, -3.718], [-1.616, 3.368, -3.803], [-0.895, 3.990, -2.798], [-0.385, 3.235, -1.758], [-0.563, 1.909, -1.702], [-2.450, 1.460, -4.432], [-2.021, 3.941, -4.627], [-0.732, 5.059, -2.796], [0.141, 3.699, -0.941], [-3.338, -2.885, 2.515], [-3.774, -1.502, 2.349], [-3.592, -0.779, 3.612], [-2.226, -0.856, 4.143], [-1.842, -2.262, 4.252], [-1.965, -2.989, 2.992], [-0.993, -2.544, 2.005], [-1.256, -0.752, 1.626], [-3.080, -0.849, 1.249], [-1.268, -0.096, 3.352], [-3.436, -3.411, 1.565], [-3.987, -3.365, 3.248], [-4.259, -1.224, 4.350], [-3.870, 0.267, 3.474], [-2.502, -2.740, 4.977], [-0.816, -2.330, 4.614], [-1.080, -3.135, 1.093], [0.003, -2.683, 2.423], [-3.212, -1.418, 0.326], [-3.505, 0.138, 1.103], [-1.528, 0.961, 3.341], [-0.267, -0.194, 3.777], [1.336, 0.849, 1.361], [1.110, 2.127, 0.672]]}

***

| no. | HOMO-LUMO gap (Ha) |
| --- | --- |
| 1 | 0.3126 |
| 2 | 0.2215 |